Formula: C39H24Cl2CrF3N4O4PS
Source: the Open Molecules 2025 dataset
Level of theory: ωB97M-V/def2-TZVPD

Positions of all 79 atoms, in Å:
1 Cr -0.38 -0.76 0.78
2 S 5.46 1.62 -3.24
3 N 5.44 0.75 -1.88
4 C 4.16 0.61 -1.55
5 C 3.67 -0.13 -0.40
6 C 4.49 -0.81 0.50
7 C 3.91 -1.50 1.54
8 C 2.52 -1.48 1.67
9 N 1.74 -0.82 0.83
10 C 2.29 -0.16 -0.20
11 C 1.38 0.51 -1.11
12 N 0.06 0.41 -0.83
13 C -0.83 0.96 -1.65
14 C -0.44 1.65 -2.80
15 C 0.90 1.78 -3.09
16 C 1.84 1.20 -2.23
17 C 3.27 1.25 -2.44
18 N 3.88 1.87 -3.44
19 H 5.56 -0.80 0.36
20 H 4.50 -2.06 2.25
21 H 2.03 -2.02 2.47
22 H -1.87 0.83 -1.39
23 H -1.20 2.07 -3.44
24 H 1.24 2.31 -3.97
25 Cl -0.79 -2.09 2.83
26 C -1.41 -0.94 4.02
27 C -2.03 -1.50 5.12
28 C -2.48 -0.66 6.13
29 C -2.29 0.72 6.03
30 C -1.67 1.25 4.91
31 C -1.23 0.43 3.87
32 P -0.39 1.11 2.42
33 C 1.16 1.75 3.12
34 C 1.66 3.03 2.88
35 C 2.89 3.41 3.40
36 C 3.63 2.52 4.17
37 C 3.13 1.25 4.42
38 C 1.91 0.87 3.90
39 C -1.37 2.49 1.77
40 C -2.68 2.73 2.18
41 C -3.42 3.73 1.57
42 C -2.87 4.49 0.55
43 C -1.57 4.24 0.12
44 C -0.83 3.24 0.72
45 H -2.16 -2.57 5.19
46 H -2.97 -1.08 6.99
47 H -2.63 1.37 6.82
48 H -1.51 2.32 4.84
49 H 1.09 3.75 2.31
50 H 3.26 4.41 3.22
51 H 4.58 2.83 4.58
52 H 3.69 0.56 5.04
53 H 1.52 -0.12 4.13
54 H -3.13 2.13 2.95
55 H -4.44 3.91 1.89
56 H -3.45 5.27 0.08
57 H -1.14 4.82 -0.68
58 H 0.17 3.03 0.36
59 O -3.31 -2.47 0.78
60 Cl -3.50 -1.14 0.28
61 O -3.38 -1.08 -1.16
62 O -2.25 -0.30 0.82
63 O -0.28 -2.31 -0.23
64 F -0.94 -4.73 -8.69
65 C -2.02 -4.58 -7.91
66 F -2.68 -5.76 -7.93
67 F -2.82 -3.68 -8.50
68 C -1.65 -4.17 -6.51
69 C -2.66 -3.72 -5.66
70 C -2.35 -3.37 -4.36
71 C -1.03 -3.46 -3.89
72 C -0.04 -3.92 -4.76
73 C -0.35 -4.28 -6.06
74 C -0.72 -3.06 -2.55
75 C -0.51 -2.69 -1.42
76 H -3.67 -3.64 -6.02
77 H -3.12 -3.01 -3.69
78 H 0.98 -3.99 -4.40
79 H 0.43 -4.63 -6.72

As for the gap between HOMO and LUMO (spin up / spin down): 6.1 / 6.0 eV. The relative energy (zero: lowest compared OMol25 entry of this formula, charge and spin) is 0.0 kcal per mole. As for the strongest force on any atom: 0.0090 hartree/bohr. Its multiplicity is 4. The HOMO energy (spin up / spin down) is -9.8 / -9.9 eV. The electronic energy comes out at -5024.2671 Ha. As for the net charge: +1.